12
Properties=species:S:1:pos:R:3:forces:R:3:mulliken_charge:R:1 method="wB97M-V/def2-TZVPD" homo_ha=-0.3170 total_charge=0 de_lowest_kj_mol=165.7 smiles="CC#CC(C)=S"
C -2.464367 -0.760816 0.019365 0.54 -1.00 -0.30 -1.31
C -1.045948 -0.446011 -0.081889 0.57 0.12 0.91 1.50
C 0.153618 -0.282719 -0.098108 -4.12 -1.18 -0.39 -0.44
C 1.508078 -0.260034 -0.113276 1.90 2.20 1.00 -0.38
C 1.943566 1.199573 0.009108 1.60 0.78 0.20 -0.92
S 2.385828 -1.593036 -0.006162 0.86 -0.57 -0.21 -0.27
H -2.991147 -0.145601 -0.662213 -0.86 0.52 -0.62 0.30
H -2.951538 -0.763705 0.977443 0.33 0.81 0.78 0.32
H -2.600348 -1.806680 -0.234235 0.02 -0.22 -0.63 0.31
H 1.687173 1.657296 1.000678 0.27 -0.94 -0.46 0.28
H 3.052185 1.380320 -0.168649 -1.43 -0.34 0.11 0.29
H 1.322898 1.821409 -0.642062 0.31 -0.18 -0.39 0.32